Here is 7 unconnected molecules or ions with the total composition C26H31Cl8N3O6 at a distorted geometry from OMol25. Energies are from ωB97M-V/def2-TZVPD.

Last column: Löwdin charge in e.
Atoms and positions in Å:
O: -2.68204 -0.52810 -3.35156  0.08
N: -2.41364 -1.27234 -4.27043  -0.33
O: -1.94883 -0.93831 -5.37738  0.06
C: -2.29910 -2.73749 -3.97691  -0.14
C: -2.10477 -3.25676 -2.65980  0.02
C: -2.18877 -4.66706 -2.40277  -0.05
C: -2.45893 -5.47920 -3.48740  -0.10
C: -2.67008 -4.97733 -4.73855  -0.07
C: -2.50588 -3.61519 -4.96862  -0.04
H: -1.78943 -2.61047 -1.85402  0.10
H: -1.92720 -5.00698 -1.41158  0.10
H: -2.57513 -6.54502 -3.35736  0.11
H: -2.86032 -5.55847 -5.62875  0.11
H: -2.68862 -3.28098 -5.97922  0.12
O: 6.39024 -1.98198 4.65092  0.04
N: 6.28853 -2.02279 3.39105  -0.32
O: 6.94356 -1.36546 2.62459  0.10
C: 5.32500 -3.01464 2.82190  -0.14
C: 4.73523 -2.91745 1.59566  -0.03
C: 3.84198 -3.85447 1.10014  -0.05
C: 3.45833 -4.88374 1.96834  -0.08
C: 3.92195 -4.92128 3.24845  -0.08
C: 4.89678 -4.02365 3.67359  0.00
H: 5.13621 -2.15103 0.94898  0.12
H: 3.45626 -3.78506 0.09376  0.11
H: 2.69993 -5.63482 1.80374  0.11
H: 3.43349 -5.63009 3.90067  0.11
H: 5.36799 -4.11672 4.64090  0.12
O: -6.28675 5.18156 6.72965  0.11
N: -5.66921 5.33697 5.72023  -0.35
O: -4.72690 6.13129 5.46281  0.05
C: -5.97799 4.43092 4.62663  -0.12
C: -5.04222 4.25454 3.55267  -0.01
C: -5.28615 3.54971 2.43497  -0.11
C: -6.50379 3.01236 2.17175  -0.05
C: -7.45602 3.10715 3.24073  -0.06
C: -7.19597 3.74398 4.46074  -0.01
H: -4.11706 4.80073 3.66288  0.11
H: -4.54575 3.54336 1.64873  0.11
H: -6.89538 2.60773 1.25015  0.11
H: -8.44194 2.66716 3.21303  0.10
H: -7.88305 3.77418 5.29347  0.11
Cl: 0.88853 4.29730 9.64735  0.54
C: 1.36572 4.25702 7.92108  -0.68
C: 0.14179 4.07960 7.04357  -0.71
Cl: -0.26751 2.39886 6.95487  0.57
H: 2.25800 3.64620 7.78381  0.07
H: 1.88941 5.16046 7.60860  0.07
H: 0.45743 4.28739 6.02118  0.07
H: -0.67447 4.67033 7.45934  0.07
Cl: 1.25617 -0.14541 -1.12037  0.55
C: 0.97506 0.94165 0.24112  -0.72
C: -0.19224 1.85872 0.09088  -0.66
Cl: -0.20069 2.99152 1.47948  0.55
H: 1.85132 1.54684 0.47349  0.07
H: 0.77239 0.32976 1.12012  0.07
H: -1.13595 1.31755 0.02272  0.08
H: -0.08094 2.49796 -0.78494  0.07
Cl: 1.97064 4.34034 -4.16688  0.57
C: 1.21948 3.42452 -5.42870  -0.73
C: 2.01508 3.29789 -6.68385  -0.70
Cl: 3.51862 2.46157 -6.39394  0.56
H: 0.38204 4.09454 -5.62329  0.06
H: 0.83174 2.50150 -4.99765  0.08
H: 2.29222 4.25130 -7.13365  0.07
H: 1.37770 2.78568 -7.40462  0.08
Cl: 2.17800 -2.88219 -7.40811  0.51
C: 3.10701 -3.20979 -5.92078  -0.62
C: 4.53993 -3.31996 -6.38298  -0.64
Cl: 4.77994 -4.49627 -7.75837  0.49
H: 2.72249 -4.19385 -5.65273  0.06
H: 2.87692 -2.38219 -5.24979  0.08
H: 5.07718 -3.77011 -5.54821  0.06
H: 5.05240 -2.40350 -6.67553  0.07

Atomic forces in eV per Å
O -0.5 -0.1 -0.5
N 3.1 -0.4 -0.5
O -1.5 -0.1 1.5
C -0.4 0.0 2.7
C 0.0 -0.6 -0.3
C 0.7 3.0 -1.0
C -0.6 -1.4 0.5
C 0.8 1.0 -0.7
C -1.1 -0.8 -2.0
H -0.3 0.2 0.0
H -0.2 -0.2 -0.1
H 0.1 -0.2 0.2
H -0.1 -0.5 0.3
H 0.1 0.3 0.0
O -0.3 0.0 -2.9
N 0.1 -0.6 2.1
O -0.1 0.2 -0.1
C -0.7 -0.9 1.9
C 1.0 0.9 -1.8
C 0.0 -0.6 0.8
C -0.8 0.5 -0.6
C 0.6 0.4 0.8
C 0.3 -0.2 0.5
H -0.3 0.3 -0.2
H 0.0 0.1 0.0
H -0.1 0.1 -0.9
H 0.5 -0.1 0.3
H -0.2 0.1 0.2
O -0.2 0.7 1.1
N 2.3 0.1 -2.1
O -2.0 -1.0 1.5
C 0.1 -1.7 -3.4
C 0.1 2.1 3.4
C 0.7 -0.2 -2.2
C -3.3 0.0 2.3
C 0.5 -0.1 0.2
C 1.2 0.8 0.3
H 0.2 -0.1 -0.1
H 0.3 -0.1 0.1
H 0.6 -0.2 -0.2
H 0.0 -0.2 -0.6
H -0.4 -0.1 -0.2
Cl 0.4 0.0 -0.3
C 0.8 1.0 -0.1
C 1.6 0.0 0.0
Cl -0.8 -1.5 0.1
H -0.8 -1.3 0.1
H -0.7 1.0 0.6
H -0.4 0.7 0.1
H 0.0 0.0 -0.5
Cl -0.1 0.1 -0.3
C 0.2 0.0 1.4
C -0.4 0.6 -0.9
Cl -0.2 -0.3 0.0
H 0.2 -0.3 -0.4
H 0.2 -0.2 -0.1
H 0.0 0.2 0.2
H -0.1 -0.1 0.0
Cl 1.2 0.5 1.2
C -1.5 0.8 -0.1
C -0.4 0.3 -0.4
Cl 0.7 -0.7 -0.1
H -0.4 -0.5 -0.5
H 0.3 -0.1 -0.3
H -0.2 0.1 0.3
H 0.3 -0.3 -0.1
Cl -1.0 0.6 -0.3
C -0.3 -0.3 -1.9
C 0.9 -0.8 0.7
Cl -0.1 0.4 0.7
H 0.2 0.3 0.7
H 0.4 -0.4 0.2
H 0.3 0.1 -0.1
H -0.5 0.0 0.0

Properties
M, g/mol: 765.17
Frontier orbital gap, eV: 9.154
HOMO level, Ha: -0.3639
Lowest unoccupied orbital energy, Eh: -0.0275

***

Here is C3H6S3Si in the gas phase at a distorted geometry from OMol25. Energies are from ωB97M-V/def2-TZVPD.

Last column: Löwdin charge in e.
Atoms and positions in Å:
C: 1.09132 -0.96405 0.26265  -0.57
C: -1.41208 -0.01243 -0.40715  -0.52
C: -0.44381 -0.99100 0.32848  -0.73
Si: 0.96483 2.05553 -0.95450  0.10
S: 2.04781 0.62068 0.31384  0.49
S: -1.05281 1.84377 -0.46913  0.49
S: -0.94868 -1.00625 2.08709  0.71
H: 1.39671 -1.41616 1.10954  -0.01
H: 1.49032 -1.40162 -0.57562  0.03
H: -1.67551 -0.10101 -1.39540  0.02
H: -2.29906 -0.00508 0.08404  -0.01
H: -0.93710 -1.95374 0.12141  0.09
H: 1.77807 3.33135 -0.50524  -0.09

Atomic forces in eV per Å
C -1.8 2.8 -1.6
C 3.6 1.7 0.4
C -1.4 1.1 0.8
Si 2.0 -0.4 0.6
S -0.8 0.5 -0.1
S -0.9 0.1 0.8
S 0.1 0.3 0.1
H 1.2 -1.8 2.6
H 0.6 -1.5 -2.0
H 0.1 -1.4 -2.5
H -2.5 -0.1 1.8
H 0.8 -0.3 -0.5
H -1.1 -0.8 -0.3

Properties
M, g/mol: 166.37
Frontier orbital gap (alpha / beta), eV: 7.932 / 5.262
HOMO level (alpha / beta), Ha: -0.3300 / -0.2716
Lowest unoccupied orbital energy (alpha / beta), Eh: -0.0385 / -0.0782

***

Here is a gas-phase ion, C4H7N2 (charge +1) at a distorted geometry from OMol25. Energies are from ωB97M-V/def2-TZVPD.

Last column: Löwdin charge in e.
Atoms and positions in Å:
C: -0.75556 -1.71140 -1.13126  -0.04
C: -0.29652 -0.45688 -0.40817  -0.11
C: 0.97064 -0.05960 -0.27982  -0.04
N: 1.28598 1.09827 0.58318  0.12
C: 0.33571 1.69157 1.14428  -0.11
N: -0.60807 1.87330 1.82231  0.39
H: 0.01356 -2.12771 -1.70080  0.07
H: -1.72975 -1.45385 -1.57692  0.11
H: -0.84668 -2.30748 -0.30430  0.06
H: -1.14288 0.02920 0.15310  0.12
H: 1.92972 -0.25963 -0.83988  0.16
H: 2.25469 1.35471 0.58222  0.18
H: -1.41084 2.32949 1.95606  0.09

Atomic forces in eV per Å
C -0.4 3.5 0.1
C 0.1 -0.2 0.0
C 0.4 0.7 -0.7
N 0.3 -0.9 -1.2
C -1.5 0.3 2.1
N 4.7 -2.0 -1.4
H 0.8 -0.5 -1.5
H 0.6 -0.8 -0.2
H -1.0 -2.2 1.9
H 1.2 -0.3 -0.5
H -1.6 -0.6 0.5
H 0.3 0.7 0.4
H -3.7 2.4 0.5

Properties
M, g/mol: 83.11
Total charge: +1
Frontier orbital gap, eV: 9.629
HOMO level, Ha: -0.5203
Lowest unoccupied orbital energy, Eh: -0.1664

***

The records above yield relative energy (zero: lowest compared OMol25 entry of this formula, charge and spin) values of 3.116, 3.662, 3.581 eV, respectively.
The records above yield electronic energy values of -5306.212583, -1601.864167, -265.776883 a.u., respectively.